Run A
Density functional theory data (ωB97M-V with the def2-TZVPD basis set) for a 2-piece molecular cluster, C2H10N2O overall.

Its total charge is -1. The value obtained for the frontier orbital gap (alpha / beta) is 3.104 / 9.724 eV. The calculation puts the highest occupied orbital energy (alpha / beta) at 1.3 / -5.4 eV. As for the multiplicity: 2.

CARTESIAN COORDINATES (ANGSTROEM)
C 0.36 0.61 -1.69
N -0.13 0.85 -0.32
C 0.89 0.58 0.73
N 1.36 -0.77 0.78
H -0.44 0.69 -2.44
H 1.22 1.28 -1.80
H 0.67 -0.44 -1.81
H -0.37 1.83 -0.23
H 0.40 0.87 1.66
H 1.72 1.28 0.60
H 0.65 -1.45 1.00
H 1.75 -1.06 -0.11
H -2.55 -1.69 0.05
H -1.62 -0.54 0.09
O -2.20 -1.07 0.69


Run B
Density functional theory data (ωB97M-V with the def2-TZVPD basis set) for a 2-piece molecular cluster, C2H10N2O overall.

Its total charge is -1. The value obtained for the frontier orbital gap (alpha / beta) is 2.515 / 9.667 eV. The calculation puts the highest occupied orbital energy (alpha / beta) at 1.2 / -6.1 eV. As for the multiplicity: 2.

CARTESIAN COORDINATES (ANGSTROEM)
N -1.91 1.97 0.51
C -1.17 0.96 1.30
C -1.14 -0.40 0.62
N 0.09 -1.09 0.98
H -2.10 2.77 1.09
H -2.81 1.54 0.32
H -1.49 0.93 2.35
H -0.13 1.30 1.42
H -1.96 -0.99 1.02
H -1.27 -0.21 -0.44
H 0.00 -2.04 0.60
H 0.92 -0.84 0.43
H 3.15 -0.75 -2.16
H 4.37 -0.95 -3.08
O 3.48 -1.28 -2.92


Tell me which of them is the least stable. Sure, it is run B.


Run A
Density functional theory data (ωB97M-V with the def2-TZVPD basis set) for a 2-piece molecular cluster, C2H5FO overall.

The value obtained for the frontier orbital gap (alpha / beta) is 8.314 / 8.058 eV. The calculation puts the highest occupied orbital energy (alpha / beta) at -11.7 / -11.5 eV.

CARTESIAN COORDINATES (ANGSTROEM)
C 1.08 0.35 0.09
C -0.33 -0.35 -0.05
O -1.20 0.67 -0.12
F -3.00 -0.26 0.12
H 1.28 0.77 -0.97
H 1.20 1.25 0.67
H 1.85 -0.50 0.35
H -0.39 -0.85 0.88
H -0.49 -1.08 -0.97


Run B
Density functional theory data (ωB97M-V with the def2-TZVPD basis set) for a 2-piece molecular cluster, C2H5FO overall.

The value obtained for the frontier orbital gap is 8.818 eV. The calculation puts the highest occupied orbital energy at -8.0 eV.

CARTESIAN COORDINATES (ANGSTROEM)
C -0.93 0.57 0.27
C 1.17 -0.40 0.31
O -1.62 -0.15 -0.70
F 1.79 0.09 -0.84
H -1.26 0.24 1.15
H -0.38 1.41 -0.10
H 1.57 -0.09 1.30
H 0.78 -1.43 0.22
H -1.12 -0.24 -1.61


Tell me which of them is the least stable. Sure, it is run A.


Run A
Density functional theory data (ωB97M-V with the def2-TZVPD basis set) for a single C2H4Cl3P molecule.

The value obtained for the frontier orbital gap is 7.423 eV. The calculation puts the highest occupied orbital energy at -7.8 eV.

CARTESIAN COORDINATES (ANGSTROEM)
C -0.02 0.37 -1.36
C 1.12 -0.39 -0.68
P -1.72 0.80 1.63
Cl -1.11 1.24 -0.36
Cl 0.50 -2.07 -0.16
Cl 1.62 0.40 0.78
H -0.63 -0.37 -2.05
H 2.04 -0.48 -1.29
H -1.38 -0.65 1.63
H -0.40 1.15 1.86


Run B
Density functional theory data (ωB97M-V with the def2-TZVPD basis set) for a single C2H4Cl3P molecule.

The value obtained for the frontier orbital gap (alpha / beta) is 6.390 / 6.395 eV. The calculation puts the highest occupied orbital energy (alpha / beta) at -7.8 / -7.8 eV.

CARTESIAN COORDINATES (ANGSTROEM)
C -0.08 -1.19 -2.13
C -0.90 -2.33 -2.03
P 0.73 -1.11 1.33
Cl 1.11 -0.83 -0.91
Cl -2.48 -1.92 -0.81
Cl -0.11 -3.65 -1.27
H -0.38 -0.19 -2.69
H -1.40 -2.60 -2.88
H 1.20 -2.45 1.10
H 1.98 -1.22 1.90


Tell me which of them is the least stable. Sure, it is run B.


Run A
Density functional theory data (ωB97M-V with the def2-TZVPD basis set) for a 2-piece molecular cluster, C33H34NO overall.

Its total charge is +1. The value obtained for the frontier orbital gap is 3.652 eV. The calculation puts the highest occupied orbital energy at -8.8 eV.

CARTESIAN COORDINATES (ANGSTROEM)
C 5.86 0.26 2.79
O 5.24 1.30 1.99
C 3.89 1.46 2.05
C 3.34 2.41 1.16
C 2.00 2.38 0.87
C 1.14 1.41 1.48
C -0.19 1.21 1.00
C -1.06 0.24 1.56
N -2.36 0.52 1.80
C -2.86 1.88 1.98
C -4.39 1.77 2.06
C -4.74 0.28 1.90
C -3.41 -0.48 1.90
C -0.56 -1.15 1.82
C 0.45 -1.62 0.97
C 0.91 -2.92 1.00
C 0.43 -3.78 2.00
C -0.47 -3.30 2.95
C -0.97 -1.99 2.88
C 1.68 0.71 2.60
C 3.03 0.70 2.88
H 6.91 0.30 2.49
H 5.75 0.48 3.87
H 5.45 -0.74 2.57
H 4.02 3.09 0.65
H 1.57 3.05 0.13
H -0.59 1.96 0.31
H -2.47 2.33 2.91
H -2.53 2.55 1.18
H -4.76 2.16 3.01
H -4.84 2.36 1.26
H -5.39 -0.08 2.70
H -5.23 0.10 0.94
H -3.35 -1.22 1.09
H -3.32 -1.04 2.84
H 0.84 -0.88 0.29
H 1.66 -3.25 0.28
H 0.80 -4.81 2.05
H -0.80 -3.94 3.77
H -1.62 -1.61 3.66
H 1.00 0.16 3.26
H 3.42 0.10 3.70
C -4.13 -2.18 -4.42
C -2.90 -1.69 -3.72
C -2.02 -2.59 -3.10
C -0.87 -2.14 -2.48
C -0.53 -0.75 -2.46
C 0.72 -0.35 -1.91
C 1.57 0.70 -2.33
C 2.87 0.77 -1.73
C 3.77 1.77 -2.05
C 3.43 2.72 -3.03
C 2.19 2.65 -3.68
C 1.28 1.64 -3.36
C -1.47 0.15 -3.01
C -2.61 -0.31 -3.65
H -4.62 -1.35 -4.95
H -3.92 -2.96 -5.16
H -4.85 -2.60 -3.70
H -2.26 -3.67 -3.14
H -0.17 -2.86 -2.05
H 1.25 -1.11 -1.33
H 3.15 -0.02 -1.01
H 4.73 1.80 -1.55
H 4.16 3.49 -3.30
H 1.95 3.37 -4.47
H 0.38 1.53 -3.95
H -1.29 1.22 -2.95
H -3.30 0.39 -4.13


Run B
Density functional theory data (ωB97M-V with the def2-TZVPD basis set) for an isolated ion of composition C33H34NO and charge +1.

Its total charge is +1. The value obtained for the frontier orbital gap is 6.228 eV. The calculation puts the highest occupied orbital energy at -11.0 eV. Its SMILES is Cc1ccc(C(c2ccc(C)cc2)[C@@H](C(c2ccccc2)=[N+]2CCOCC2)c2ccccc2)cc1.

CARTESIAN COORDINATES (ANGSTROEM)
C 4.72 3.38 -1.66
C 3.47 2.83 -1.01
C 3.50 1.60 -0.34
C 2.33 1.06 0.21
C 1.08 1.70 0.11
C -0.11 0.95 0.71
C -1.16 1.91 1.33
C -1.43 1.93 2.72
C -2.47 2.70 3.25
C -3.22 3.56 2.45
C -4.35 4.40 3.00
C -2.86 3.66 1.10
C -1.85 2.85 0.56
C -0.51 -0.55 -0.18
C 0.30 -1.64 -0.86
C 1.14 -2.52 -0.05
C 1.55 -2.07 1.22
C 2.46 -2.77 2.00
C 2.90 -4.02 1.57
C 2.41 -4.57 0.37
C 1.53 -3.84 -0.42
N 0.26 -1.88 -2.21
C -0.93 -1.51 -2.97
C -0.87 -2.15 -4.36
O 0.32 -1.74 -5.05
C 1.47 -2.31 -4.44
C 1.55 -2.09 -2.93
C -1.60 -1.14 0.72
C -1.56 -2.37 1.38
C -2.42 -2.61 2.46
C -3.42 -1.69 2.78
C -3.63 -0.60 1.93
C -2.77 -0.39 0.87
C 1.12 3.04 -0.36
C 2.28 3.55 -0.98
H 4.49 4.26 -2.28
H 5.47 3.69 -0.92
H 5.21 2.64 -2.31
H 4.43 1.04 -0.28
H 2.43 0.14 0.78
H 0.29 0.42 1.63
H -0.83 1.34 3.42
H -2.71 2.66 4.32
H -4.56 5.25 2.34
H -5.30 3.86 3.12
H -4.10 4.81 3.99
H -3.39 4.37 0.46
H -1.56 3.02 -0.49
H -0.96 0.11 -0.97
H 1.15 -1.13 1.57
H 2.79 -2.33 2.95
H 3.61 -4.58 2.18
H 2.74 -5.56 0.06
H 1.11 -4.30 -1.31
H -1.86 -1.85 -2.48
H -0.96 -0.41 -3.06
H -0.91 -3.25 -4.25
H -1.68 -1.79 -5.00
H 1.51 -3.40 -4.66
H 2.32 -1.82 -4.92
H 2.15 -1.19 -2.76
H 2.09 -2.94 -2.50
H -0.91 -3.18 1.06
H -2.32 -3.52 3.07
H -4.06 -1.82 3.68
H -4.45 0.10 2.12
H -2.99 0.41 0.16
H 0.28 3.74 -0.24
H 2.26 4.54 -1.44


Tell me which of them is the least stable. Sure, it is run B.


Run A
Density functional theory data (ωB97M-V with the def2-TZVPD basis set) for a single C6H11P molecule.

The value obtained for the frontier orbital gap (alpha / beta) is 7.696 / 7.584 eV. The calculation puts the highest occupied orbital energy (alpha / beta) at -7.8 / -7.5 eV.

CARTESIAN COORDINATES (ANGSTROEM)
C 0.00 1.56 -0.04
C -0.47 2.59 -0.58
C 0.93 0.99 0.89
C 1.02 -0.57 0.82
C -0.14 -1.44 1.20
C -1.12 -1.39 -1.65
P -1.62 -1.05 0.19
H -1.28 2.62 -1.38
H -0.06 3.65 -0.38
H 2.02 1.34 0.70
H 0.70 1.23 1.89
H 1.55 -0.91 -0.12
H 1.87 -0.75 1.51
H 0.00 -2.41 0.85
H -0.43 -1.54 2.16
H -1.15 -0.30 -2.01
H -1.74 -1.96 -2.29
H -0.09 -1.64 -1.75


Run B
Density functional theory data (ωB97M-V with the def2-TZVPD basis set) for a single C6H11P molecule.

The value obtained for the frontier orbital gap is 8.466 eV. The calculation puts the highest occupied orbital energy at -7.5 eV.

CARTESIAN COORDINATES (ANGSTROEM)
C -0.71 1.16 0.32
C 1.38 -0.94 1.50
C -0.03 1.34 -1.07
C 1.05 -0.77 0.01
C -1.34 -1.02 -1.10
C -0.28 0.00 -0.57
P 0.52 0.58 1.74
H 1.07 1.75 -1.10
H -1.74 1.47 0.56
H -0.70 1.82 -1.87
H 0.97 -1.86 -0.35
H 0.99 -1.90 1.85
H 1.87 -0.34 -0.50
H -0.84 -1.84 -1.41
H -2.19 -1.29 -0.45
H -1.73 -0.67 -1.96
H 1.46 1.47 1.39
H 0.26 1.03 3.02


Tell me which of them is the least stable. Sure, it is run B.


Run A
Density functional theory data (ωB97M-V with the def2-TZVPD basis set) for a 2-piece molecular cluster, C4H2Cl2FNO overall.

The value obtained for the frontier orbital gap is 9.913 eV. The calculation puts the highest occupied orbital energy at -10.0 eV.

CARTESIAN COORDINATES (ANGSTROEM)
C 2.24 -0.65 -0.28
C 1.57 0.33 0.57
C 1.27 -1.59 -0.43
C 1.01 -3.19 -1.88
N 0.34 -0.10 0.78
O 0.14 -1.26 0.17
F 1.65 -2.78 -2.98
Cl -0.74 -3.21 -2.11
Cl 1.68 -4.56 -1.10
H 3.04 -0.65 -0.90
H 1.99 1.33 0.75


Run B
Density functional theory data (ωB97M-V with the def2-TZVPD basis set) for a 2-piece molecular cluster, C4H2Cl2FNO overall.

The value obtained for the frontier orbital gap (alpha / beta) is 8.865 / 8.864 eV. The calculation puts the highest occupied orbital energy (alpha / beta) at -9.7 / -9.7 eV.

CARTESIAN COORDINATES (ANGSTROEM)
C -1.36 0.33 -0.55
C -1.46 -0.76 -1.53
C -0.12 0.12 0.00
C 1.61 0.71 1.45
N -0.44 -1.56 -1.36
O 0.41 -1.07 -0.42
F 1.88 1.88 0.95
Cl 2.70 -0.57 1.04
Cl 1.00 0.77 3.04
H -1.99 1.29 -0.56
H -2.23 -1.14 -2.07


Tell me which of them is the least stable. Sure, it is run B.